The following is a quantum chemistry calculation of a cluster of 13 separate species, C2H30O14 in total, from OMol25.

As for the HOMO-LUMO gap: 7.8 eV. The calculation puts the highest occupied orbital energy at -8.38 eV. For the energy relative to the best compared isomer or geometry (same formula, charge and spin), the calculation gives 159.7 kJ/mol.

Cartesian coordinates (Å):
O1 -18.33 6.01 -17.34
H1 -19.06 5.44 -17.19
H2 -18.29 6.66 -16.65
O2 -18.52 3.45 -19.58
H3 -19.26 2.86 -19.40
H4 -18.02 3.61 -18.78
O3 -18.18 1.90 -16.52
H5 -19.09 2.12 -16.85
H6 -17.64 2.51 -16.98
O4 -18.76 0.07 -19.45
H7 -18.15 -0.69 -19.37
H8 -19.52 -0.35 -19.03
O5 -20.66 1.99 -17.91
H9 -21.45 2.43 -18.29
H10 -20.77 1.08 -18.22
O6 -16.57 3.99 -17.49
H11 -16.68 4.80 -16.95
H12 -15.98 3.58 -16.86
O7 -18.64 1.15 -21.92
H13 -18.54 0.95 -20.98
H14 -18.18 0.44 -22.36
O8 -20.31 4.37 -16.51
H15 -20.77 4.09 -17.32
H16 -20.36 3.64 -15.92
O9 -20.70 3.12 -21.63
H17 -20.06 2.44 -21.73
H18 -21.50 2.68 -21.79
O10 -15.79 5.11 -19.88
H19 -15.95 4.46 -20.54
H20 -16.06 4.72 -19.06
O11 -16.97 3.45 -21.76
H21 -17.59 3.10 -21.16
H22 -16.52 2.62 -22.00
O12 -18.29 6.16 -19.91
H23 -17.35 5.84 -20.10
H24 -18.55 6.10 -18.96
C1 -15.45 1.46 -19.48
C2 -15.76 0.06 -18.91
O13 -15.88 -0.93 -20.01
O14 -14.46 1.30 -20.43
H25 -14.96 2.05 -18.74
H26 -16.33 2.01 -19.84
H27 -16.67 0.19 -18.41
H28 -15.10 -0.27 -18.20
H29 -15.12 -1.54 -19.91
H30 -14.60 0.42 -20.93

Here are the Löwdin charges for atoms 1 to 2, given in e: O -0.0260; H -0.0076